Arrangement w

{
  "formula": "C4H12S",
  "method": "the ωB97M-V functional and the def2-TZVPD basis",
  "charge": 0,
  "orbital_gap_ev": 9.28,
  "smiles": "CSC.CC",
  "species": ["C", "S", "C", "H", "H", "H", "H", "H", "H", "C", "C", "H", "H", "H", "H", "H", "H"],
  "coordinates": [[-1.526, -0.288, -2.992], [-1.862, 1.385, -2.327], [-2.997, 1.078, -0.974], [-0.597, -0.434, -3.402], [-1.687, -1.032, -2.257], [-2.364, -0.524, -3.717], [-2.549, 1.400, 0.028], [-3.207, 0.046, -0.987], [-3.883, 1.728, -1.086], [2.542, -0.644, 2.850], [2.569, -0.216, 1.476], [1.810, -1.468, 2.889], [3.636, -0.897, 3.227], [2.434, 0.138, 3.694], [2.578, -1.144, 1.000], [3.447, 0.478, 1.372], [1.656, 0.393, 1.206]],
  "mulliken_charge": [-0.90, -0.09, -0.69, 0.35, 0.30, 0.28, 0.23, 0.25, 0.27, -0.79, -0.64, 0.26, 0.22, 0.27, 0.26, 0.25, 0.19]
}

***

Arrangement x

{
  "formula": "C4H12S",
  "method": "the ωB97M-V functional and the def2-TZVPD basis",
  "charge": 0,
  "orbital_gap_ev": 9.56,
  "smiles": "CSC.CC",
  "species": ["C", "S", "C", "H", "H", "H", "H", "H", "H", "C", "C", "H", "H", "H", "H", "H", "H"],
  "coordinates": [[-0.699, 1.723, 0.721], [-0.394, 0.393, 1.895], [-1.757, -0.685, 1.421], [0.070, 2.498, 0.875], [-1.693, 2.178, 0.875], [-0.634, 1.365, -0.321], [-2.732, -0.189, 1.563], [-1.673, -1.001, 0.367], [-1.722, -1.582, 2.061], [1.976, -0.086, -1.100], [0.832, -1.089, -1.265], [2.901, -0.605, -0.796], [1.723, 0.661, -0.328], [2.164, 0.441, -2.051], [1.086, -1.836, -2.036], [0.644, -1.616, -0.314], [-0.092, -0.570, -1.568]],
  "mulliken_charge": [-0.79, -0.05, -0.76, 0.29, 0.33, 0.16, 0.31, 0.20, 0.28, -0.76, -0.70, 0.31, 0.18, 0.27, 0.36, 0.17, 0.20]
}

***

Arrangement y

{
  "formula": "C4H12S",
  "method": "the ωB97M-V functional and the def2-TZVPD basis",
  "charge": 0,
  "orbital_gap_ev": 9.57,
  "smiles": "CSC.CC",
  "species": ["C", "S", "C", "H", "H", "H", "H", "H", "H", "C", "C", "H", "H", "H", "H", "H", "H"],
  "coordinates": [[-0.050, -3.424, 0.407], [-0.785, -1.756, 0.570], [0.398, -0.968, 1.705], [-0.574, -4.138, 1.039], [-0.281, -3.851, -0.579], [1.019, -3.732, 0.620], [-0.186, -0.120, 2.073], [1.172, -0.274, 1.382], [0.733, -1.633, 2.434], [-1.049, 2.304, -1.219], [0.565, 2.641, -1.202], [-1.193, 1.898, -0.287], [-1.613, 3.185, -1.312], [-1.122, 1.538, -1.926], [0.973, 2.488, -2.264], [1.167, 2.072, -0.431], [0.826, 3.770, -1.013]],
  "mulliken_charge": [-0.94, -0.03, -0.96, 0.31, 0.31, 0.31, 0.29, 0.31, 0.39, -0.75, -0.66, 0.18, 0.32, 0.27, 0.23, 0.16, 0.24]
}

***

Which one sits at the top of the stability order? arrangement x does.

***

Arrangement w

{
  "formula": "C4H12S",
  "method": "the ωB97M-V functional and the def2-TZVPD basis",
  "charge": 0,
  "orbital_gap_ev": 9.62,
  "smiles": "CSC.CC",
  "species": ["C", "S", "C", "H", "H", "H", "H", "H", "H", "C", "C", "H", "H", "H", "H", "H", "H"],
  "coordinates": [[-1.355, -0.228, -3.499], [-0.520, -0.598, -1.869], [-1.990, -0.259, -0.814], [-1.713, 0.760, -3.642], [-2.211, -0.950, -3.692], [-0.681, -0.469, -4.295], [-1.626, -0.276, 0.303], [-2.182, 0.887, -0.938], [-2.769, -0.743, -1.196], [2.301, -0.267, 2.801], [1.509, 0.718, 2.191], [2.272, -1.197, 2.296], [1.962, -0.551, 3.839], [3.441, -0.120, 2.693], [1.387, 0.564, 1.086], [0.413, 0.888, 2.377], [1.760, 1.841, 2.361]],
  "mulliken_charge": [-0.89, -0.05, -0.77, 0.32, 0.27, 0.31, 0.23, 0.23, 0.36, -0.77, -0.70, 0.29, 0.25, 0.24, 0.17, 0.26, 0.26]
}

***

Arrangement x

{
  "formula": "C4H12S",
  "method": "the ωB97M-V functional and the def2-TZVPD basis",
  "charge": 0,
  "orbital_gap_ev": 10.05,
  "smiles": "CCC.CS",
  "species": ["C", "C", "C", "H", "H", "H", "H", "H", "H", "H", "H", "C", "S", "H", "H", "H", "H"],
  "coordinates": [[-3.120, -1.897, 0.963], [-2.743, -2.056, -0.516], [-2.334, -0.812, -1.230], [-2.251, -1.624, 1.552], [-3.606, -2.829, 1.247], [-3.969, -1.213, 1.016], [-3.646, -2.432, -1.015], [-1.936, -2.793, -0.714], [-1.261, -0.607, -1.351], [-2.760, -0.705, -2.238], [-2.727, 0.065, -0.686], [4.562, 2.776, 0.592], [6.212, 3.593, 0.702], [3.742, 3.477, 0.765], [4.408, 2.617, -0.473], [4.528, 1.883, 1.210], [6.900, 2.557, 0.173]],
  "mulliken_charge": [-1.14, -0.19, -1.02, 0.32, 0.32, 0.33, 0.24, 0.28, 0.27, 0.29, 0.28, -0.74, -0.19, 0.28, 0.27, 0.26, 0.12]
}

***

Which one sits at the top of the stability order? arrangement x does.

***

Arrangement w

{
  "formula": "C4H3N3",
  "method": "the ωB97M-V functional and the def2-TZVPD basis",
  "charge": 0,
  "orbital_gap_ev": 10.59,
  "smiles": "N#CC1=NCC=N1",
  "species": ["N", "C", "C", "N", "C", "C", "N", "H", "H", "H"],
  "coordinates": [[-2.740, -2.065, 0.433], [-1.794, -1.404, 0.374], [-0.610, -0.595, 0.255], [0.249, -0.819, -0.681], [1.062, 0.382, -0.646], [0.661, 1.066, 0.599], [-0.381, 0.492, 1.108], [2.084, 0.388, -1.030], [0.372, 0.644, -1.482], [1.123, 1.931, 1.069]],
  "mulliken_charge": [-0.40, 0.26, 0.43, -0.48, -0.34, -0.05, -0.48, 0.36, 0.28, 0.43]
}

***

Arrangement x

{
  "formula": "C4H3N3",
  "method": "the ωB97M-V functional and the def2-TZVPD basis",
  "charge": 0,
  "orbital_gap_ev": 10.11,
  "smiles": "N#Cc1ncc[nH]1",
  "species": ["N", "C", "C", "N", "C", "C", "N", "H", "H", "H"],
  "coordinates": [[-2.044, -1.706, 1.996], [-1.377, -0.955, 1.423], [-0.565, -0.141, 0.577], [-0.956, 0.946, -0.043], [0.059, 1.232, -0.908], [1.070, 0.311, -0.800], [0.665, -0.563, 0.168], [-0.009, 2.066, -1.588], [2.008, 0.196, -1.318], [1.149, -1.386, 0.492]],
  "mulliken_charge": [-0.40, 0.27, 0.26, -0.53, -0.30, -0.25, -0.05, 0.41, 0.39, 0.20]
}

***

Arrangement y

{
  "formula": "C4H3N3",
  "method": "the ωB97M-V functional and the def2-TZVPD basis",
  "charge": 0,
  "orbital_gap_ev": 10.11,
  "smiles": "N#CC=C=N.C#N",
  "species": ["N", "C", "C", "C", "N", "H", "H", "C", "N", "H"],
  "coordinates": [[2.758, -0.744, -2.624], [2.170, -0.739, -1.643], [1.236, -1.009, -0.645], [-0.022, -0.735, -0.711], [-1.176, -0.386, -0.471], [1.491, -1.667, 0.067], [-1.873, -0.793, -1.060], [1.011, 1.790, 1.585], [0.692, 0.710, 1.633], [1.359, 2.827, 1.298]],
  "mulliken_charge": [-0.41, 0.34, -0.77, 0.62, -0.47, 0.42, 0.28, 0.09, -0.34, 0.25]
}

***

Which one sits at the top of the stability order? arrangement x does.

***

Arrangement w

{
  "formula": "C4H3N3",
  "method": "the ωB97M-V functional and the def2-TZVPD basis",
  "charge": 0,
  "orbital_gap_ev": 9.01,
  "smiles": "N#CC(C#N)=CN",
  "species": ["N", "C", "C", "C", "N", "C", "N", "H", "H", "H"],
  "coordinates": [[2.617, 0.607, -1.851], [1.617, 0.911, -1.174], [0.522, 0.677, -0.308], [0.267, 1.174, 1.059], [0.012, 1.242, 2.300], [-0.334, -0.436, -0.410], [-1.280, -0.716, 0.324], [-0.212, -1.144, -1.388], [-1.216, -0.798, 1.370], [-1.993, -1.517, 0.078]],
  "mulliken_charge": [-0.45, 0.14, -0.05, 0.33, -0.54, 0.11, -0.42, 0.28, 0.31, 0.31]
}

***

Arrangement x

{
  "formula": "C4H3N3",
  "method": "the ωB97M-V functional and the def2-TZVPD basis",
  "charge": 0,
  "orbital_gap_ev": 10.50,
  "smiles": "N#CC1=NCN=C1",
  "species": ["N", "C", "C", "N", "C", "N", "C", "H", "H", "H"],
  "coordinates": [[-1.082, -1.034, -2.858], [-1.015, -0.602, -1.811], [-0.471, -0.076, -0.609], [-0.516, 1.116, -0.072], [0.353, 0.982, 1.108], [0.983, -0.271, 1.118], [0.494, -0.968, 0.133], [-0.393, 0.802, 1.940], [0.855, 1.963, 1.161], [0.791, -1.912, -0.109]],
  "mulliken_charge": [-0.36, 0.08, 0.58, -0.52, -0.25, -0.51, -0.14, 0.28, 0.35, 0.50]
}

***

Which one sits at the top of the stability order? arrangement x does.

***

Arrangement w

{
  "formula": "CH2S3",
  "method": "the ωB97M-V functional and the def2-TZVPD basis",
  "charge": 0,
  "orbital_gap_ev": 9.49,
  "species": ["C", "S", "S", "S", "H", "H"],
  "coordinates": [[1.695, -0.028, 0.376], [1.851, -1.423, -0.231], [-1.194, 0.370, -0.244], [1.673, 1.325, 1.076], [-2.549, 0.659, -0.125], [-1.475, -0.902, -0.853]],
  "mulliken_charge": [0.51, -0.27, -0.30, -0.26, 0.16, 0.16]
}

***

Arrangement x

{
  "formula": "CH2S3",
  "method": "the ωB97M-V functional and the def2-TZVPD basis",
  "charge": 0,
  "orbital_gap_ev": 7.16,
  "species": ["C", "S", "S", "S", "H", "H"],
  "coordinates": [[-0.162, -0.256, 0.604], [-0.787, 1.490, 0.630], [0.686, 0.511, -0.833], [0.551, -0.387, -2.647], [0.570, -0.342, 1.404], [-0.858, -1.016, 0.841]],
  "mulliken_charge": [-0.38, -0.14, 0.13, -0.24, 0.26, 0.37]
}

***

Which one sits at the top of the stability order? arrangement w does.

***

Arrangement w

{
  "formula": "C3H3N3",
  "method": "the ωB97M-V functional and the def2-TZVPD basis",
  "charge": 0,
  "orbital_gap_ev": 8.74,
  "species": ["N", "C", "C", "N", "C", "N", "H", "H", "H"],
  "coordinates": [[-0.081, -0.544, -0.751], [0.437, 0.362, 0.331], [-0.346, 1.609, 0.360], [-1.019, 2.553, 0.292], [0.064, -1.125, 0.747], [-0.051, -2.182, 1.281], [0.538, -0.878, -1.466], [-1.046, -0.386, -0.992], [1.504, 0.592, 0.198]],
  "mulliken_charge": [-0.33, -0.01, 0.15, -0.35, 0.22, -0.53, 0.27, 0.29, 0.29]
}

***

Arrangement x

{
  "formula": "C3H3N3",
  "method": "the ωB97M-V functional and the def2-TZVPD basis",
  "charge": 0,
  "orbital_gap_ev": 10.16,
  "smiles": "N#CC(N)C#N",
  "species": ["N", "C", "C", "N", "C", "N", "H", "H", "H"],
  "coordinates": [[2.561, -0.835, -0.437], [1.612, -0.330, -0.003], [0.266, 0.126, 0.475], [-0.713, -0.656, -0.244], [-0.533, 1.305, 0.010], [-1.310, 2.109, -0.323], [0.245, -0.074, 1.565], [-1.563, -0.933, 0.189], [-0.565, -0.713, -1.231]],
  "mulliken_charge": [-0.36, 0.14, 0.22, -0.52, 0.22, -0.43, 0.27, 0.22, 0.24]
}

***

Which one sits at the top of the stability order? arrangement x does.

***

Arrangement w

{
  "formula": "C17H18N2O5S",
  "method": "the ωB97M-V functional and the def2-TZVPD basis",
  "charge": 0,
  "orbital_gap_ev": 8.62,
  "smiles": "O=C(O)c1cccc(S(=O)(=O)Nc2ccccc2N2CCOCC2)c1",
  "species": ["O", "C", "O", "C", "C", "C", "C", "C", "S", "O", "O", "N", "C", "C", "C", "C", "C", "C", "N", "C", "C", "O", "C", "C", "C", "H", "H", "H", "H", "H", "H", "H", "H", "H", "H", "H", "H", "H", "H", "H", "H", "H", "H"],
  "coordinates": [[3.875, 1.525, 2.552], [3.796, 0.324, 2.572], [4.852, -0.461, 2.820], [2.545, -0.438, 2.326], [2.537, -1.829, 2.259], [1.354, -2.504, 2.009], [0.175, -1.797, 1.823], [0.194, -0.416, 1.881], [-1.349, 0.485, 1.785], [-1.963, 0.343, 3.077], [-1.147, 1.800, 1.267], [-2.297, -0.459, 0.745], [-2.748, 0.126, -0.447], [-4.111, 0.261, -0.686], [-4.571, 0.864, -1.840], [-3.663, 1.358, -2.759], [-2.306, 1.215, -2.532], [-1.823, 0.590, -1.388], [-0.433, 0.359, -1.160], [0.005, -0.864, -1.822], [1.479, -1.127, -1.510], [2.292, -0.036, -1.865], [1.875, 1.133, -1.191], [0.426, 1.477, -1.528], [1.359, 0.273, 2.141], [5.641, 0.085, 2.966], [3.459, -2.370, 2.402], [1.350, -3.582, 1.960], [-0.756, -2.303, 1.627], [-3.054, -0.845, 1.294], [-4.810, -0.107, 0.052], [-5.632, 0.961, -2.012], [-4.009, 1.846, -3.658], [-1.613, 1.587, -3.271], [-0.604, -1.695, -1.460], [-0.117, -0.787, -2.917], [1.841, -1.978, -2.091], [1.593, -1.343, -0.438], [2.542, 1.929, -1.525], [1.982, 0.998, -0.107], [0.102, 2.345, -0.953], [0.380, 1.704, -2.605], [1.350, 1.350, 2.206]],
  "mulliken_charge": [-0.58, 0.43, -0.46, 0.59, -0.55, -0.93, -0.51, 0.53, 1.39, -0.76, -0.61, 0.00, 0.04, -0.87, -0.76, -0.91, -0.36, 0.14, 0.97, -0.82, 0.15, -0.49, 0.06, -0.73, -0.75, 0.36, 0.48, 0.41, 0.50, 0.38, 0.37, 0.39, 0.42, 0.34, 0.41, 0.38, 0.41, -0.26, 0.44, -0.33, 0.43, 0.19, 0.49]
}

***

Arrangement x

{
  "formula": "C17H18N2O5S",
  "method": "the ωB97M-V functional and the def2-TZVPD basis",
  "charge": 0,
  "orbital_gap_ev": 8.98,
  "smiles": "CCOC(=O)COC(=O)c1ccc(Oc2cc(C)nc(SC)n2)cc1",
  "species": ["C", "C", "O", "C", "O", "C", "O", "C", "O", "C", "C", "C", "C", "O", "C", "C", "C", "C", "N", "C", "S", "C", "N", "C", "C", "H", "H", "H", "H", "H", "H", "H", "H", "H", "H", "H", "H", "H", "H", "H", "H", "H", "H"],
  "coordinates": [[3.989, 2.729, 0.849], [4.883, 1.807, 0.035], [4.615, 0.438, 0.352], [5.299, -0.102, 1.351], [6.205, 0.418, 1.943], [4.827, -1.528, 1.638], [3.540, -1.795, 1.117], [2.550, -1.034, 1.622], [2.729, -0.225, 2.498], [1.242, -1.308, 0.991], [1.099, -2.212, -0.060], [-0.141, -2.417, -0.629], [-1.250, -1.722, -0.154], [-2.461, -2.012, -0.737], [-3.352, -1.035, -0.989], [-4.634, -1.402, -1.397], [-5.511, -0.364, -1.693], [-6.914, -0.621, -2.132], [-5.133, 0.905, -1.595], [-3.893, 1.141, -1.206], [-3.429, 2.814, -1.104], [-1.703, 2.647, -0.560], [-2.980, 0.232, -0.892], [-1.119, -0.835, 0.909], [0.124, -0.629, 1.471], [4.181, 3.762, 0.575], [2.943, 2.496, 0.665], [4.190, 2.597, 1.909], [4.681, 1.898, -1.035], [5.939, 2.015, 0.238], [5.505, -2.237, 1.158], [4.849, -1.673, 2.724], [1.963, -2.742, -0.428], [-0.271, -3.110, -1.445], [-4.912, -2.438, -1.473], [-7.421, 0.325, -2.292], [-6.916, -1.196, -3.055], [-7.444, -1.196, -1.374], [-1.181, 1.978, -1.236], [-1.274, 3.642, -0.591], [-1.678, 2.252, 0.450], [-1.986, -0.319, 1.290], [0.251, 0.057, 2.295]],
  "mulliken_charge": [-0.99, -0.32, -0.32, 0.67, -0.61, -0.42, -0.36, 0.65, -0.64, 0.22, -0.48, -0.88, 0.33, -0.43, 0.79, -0.98, 0.83, -1.22, -0.56, 0.03, -0.11, -0.76, -0.21, -0.01, -0.66, 0.41, 0.20, 0.29, 0.29, 0.35, 0.32, 0.28, 0.50, 0.45, 0.46, 0.34, 0.31, 0.31, 0.26, 0.39, 0.22, 0.53, 0.50]
}

***

Which one sits at the top of the stability order? arrangement x does.

***

Arrangement w

{
  "formula": "C3H5F2N",
  "method": "the ωB97M-V functional and the def2-TZVPD basis",
  "charge": 0,
  "orbital_gap_ev": 12.84,
  "smiles": "N#CCF.CF",
  "species": ["N", "C", "C", "F", "H", "H", "C", "F", "H", "H", "H"],
  "coordinates": [[0.568, -0.119, -2.908], [0.702, -0.683, -1.954], [1.069, -1.382, -0.757], [2.210, -0.921, -0.235], [1.240, -2.553, -0.932], [0.220, -1.211, -0.080], [-0.480, 1.660, 1.284], [-0.543, 0.307, 1.731], [0.244, 2.212, 1.866], [-1.409, 2.132, 1.153], [0.003, 1.532, 0.165]],
  "mulliken_charge": [-0.31, 0.14, 0.01, -0.23, 0.23, 0.16, -0.30, -0.28, 0.23, 0.26, 0.08]
}

***

Arrangement x

{
  "formula": "C3H5F2N",
  "method": "the ωB97M-V functional and the def2-TZVPD basis",
  "charge": 0,
  "orbital_gap_ev": 11.60,
  "smiles": "FC(F)[C@H]1CN1",
  "species": ["F", "C", "F", "C", "C", "N", "H", "H", "H", "H", "H"],
  "coordinates": [[1.071, 1.357, 0.443], [1.185, 0.321, -0.389], [1.893, -0.750, 0.148], [-0.256, -0.277, -0.570], [-0.953, -0.390, 0.763], [-1.484, 0.473, -0.334], [1.887, 0.481, -1.238], [-0.401, -0.995, -1.270], [-1.487, -1.200, 1.019], [-0.239, -0.389, 1.646], [-1.215, 1.368, -0.219]],
  "mulliken_charge": [-0.23, 0.17, -0.26, -0.06, -0.57, -0.57, 0.25, 0.45, 0.33, 0.24, 0.26]
}

***

Which one sits at the top of the stability order? arrangement w does.